This record from the Open Molecules 2025 dataset describes C45H51BrIrN4O4S4Si as an isolated structure. The level of theory is ωB97M-V/def2-TZVPD.

Its LUMO energy (spin up / spin down) is 0.0822 / 0.0564 Eh. The HOMO energy (spin up / spin down) comes out at -4.65 / -4.91 eV. The net charge is -1. The spin multiplicity is 5. The value obtained for the energy above the lowest of the compared OMol25 structures with the same formula, charge and spin is 0.0000 eV.

Atoms and positions in Å:
Ir: 0.17799 0.10176 0.44195
C: 1.59843 1.12293 4.06553
C: 0.55250 0.05200 4.00018
C: 0.09377 -0.56773 5.14989
C: -0.89107 -1.54951 5.02367
C: -1.39105 -1.88253 3.79096
C: -0.88647 -1.21723 2.64424
N: 0.08357 -0.27896 2.79502
N: -1.25510 -1.38548 1.37143
Si: -2.42500 -2.53199 0.81131
C: -4.15914 -1.95274 1.26023
C: -2.21449 -4.25104 1.56327
C: -2.26108 -2.76217 -1.03545
H: 1.23755 1.95310 4.67326
H: 1.81195 1.49618 3.06658
H: 2.50892 0.73907 4.53378
H: 0.49161 -0.28319 6.11491
H: -1.26708 -2.05307 5.90746
H: -2.15854 -2.63238 3.68463
H: -4.31259 -1.96708 2.34301
H: -4.91406 -2.59991 0.80463
H: -4.32855 -0.93316 0.91209
H: -2.64971 -4.35730 2.55837
H: -1.15530 -4.51536 1.62098
H: -2.70850 -4.97598 0.90990
H: -1.70513 -1.94748 -1.49677
H: -3.24193 -2.82807 -1.51445
H: -1.71806 -3.68403 -1.25450
O: 0.34994 2.20962 0.96452
C: -0.48209 3.26235 0.60210
C: -0.18943 4.44425 1.53771
C: -0.72239 5.69936 1.54286
C: -0.17512 6.53087 2.55569
C: 0.77217 5.88709 3.29270
S: 0.99580 4.27630 2.75973
C: -1.94777 2.88753 0.83385
C: -2.37553 1.90886 1.67725
C: -3.79260 1.85602 1.80583
C: -4.41653 2.81424 1.07237
S: -3.28921 3.77264 0.20567
C: -0.24882 3.78245 -0.81804
C: -0.93340 3.52961 -1.96598
C: -0.41686 4.21518 -3.09976
C: 0.66240 4.98088 -2.78831
S: 1.06294 4.86143 -1.12971
H: -1.47497 6.02203 0.83706
H: -0.47063 7.55812 2.71844
H: 1.34752 6.27309 4.11886
H: -1.69178 1.26013 2.20425
H: -4.31305 1.13042 2.41507
H: -5.47393 2.99501 0.96462
H: -1.77144 2.85696 -2.00665
H: -0.82491 4.11807 -4.09616
H: 1.26198 5.58743 -3.44816
C: -3.87411 1.46305 -3.62890
C: -3.15406 0.26235 -2.99399
C: -3.40573 0.29131 -1.49071
C: -1.71139 0.17409 -3.50534
C: -1.60349 -0.07727 -4.87108
C: -0.38772 -0.12509 -5.52627
C: 0.76260 0.09955 -4.78898
C: 0.72295 0.31575 -3.42104
C: 2.03345 0.56930 -2.70908
C: 2.96974 -0.64012 -2.75300
C: 2.75699 1.79208 -3.27720
C: -0.52468 0.31625 -2.74252
O: -0.62961 0.44676 -1.42277
H: -4.94241 1.42352 -3.40002
H: -3.75566 1.48629 -4.71224
H: -3.48711 2.40352 -3.22912
H: -3.64759 -0.63792 -3.38095
H: -3.06676 1.21805 -1.03558
H: -2.90247 -0.51732 -0.97662
H: -4.48180 0.20371 -1.31194
H: -2.51553 -0.23893 -5.43748
H: -0.33857 -0.32840 -6.58887
H: 1.72628 0.08672 -5.28645
H: 1.79425 0.78240 -1.67128
H: 3.14092 -0.95644 -3.78585
H: 2.55422 -1.47786 -2.19649
H: 3.93350 -0.37894 -2.31003
H: 3.16799 1.57470 -4.26781
H: 3.58615 2.07167 -2.62205
H: 2.08737 2.64238 -3.36600
C: 4.94227 1.29521 2.71837
N: 4.29025 0.00921 2.84387
C: 4.44902 -0.90544 3.87173
C: 3.56561 -1.90232 3.64634
N: 2.88119 -1.58794 2.49779
C: 3.31053 -0.41787 2.00874
S: 2.80358 0.40895 0.61681
H: 5.63193 1.41614 3.55074
H: 4.19572 2.08974 2.73199
H: 5.48551 1.35422 1.77641
H: 5.17290 -0.76413 4.65335
H: 3.36329 -2.79853 4.20322
H: 2.17016 -2.17572 2.00873
Br: 0.63499 -3.27854 -3.36808
C: 1.44721 -4.46649 -2.13966
C: 1.91503 -5.64970 -2.70703
C: 2.55633 -6.60058 -1.93567
C: 2.72936 -6.37406 -0.57871
C: 2.24830 -5.20475 -0.02078
C: 1.59922 -4.22115 -0.77348
C: 1.15610 -2.98576 0.02111
O: 1.15715 -3.13386 1.26421
O: 0.85673 -1.93783 -0.59864
H: 1.77100 -5.81045 -3.76647
H: 2.91768 -7.51185 -2.39599
H: 3.23188 -7.10576 0.04122
H: 2.35359 -5.01447 1.03757


This record from the Open Molecules 2025 dataset describes C3H8O2Yb as an isolated structure. The level of theory is ωB97M-V/def2-TZVPD.

Its LUMO energy (spin up / spin down) is -0.2001 / -0.2295 Eh. The HOMO energy (spin up / spin down) comes out at -13.73 / -13.63 eV. The net charge is +1. The spin multiplicity is 2. The value obtained for the energy above the lowest of the compared OMol25 structures with the same formula, charge and spin is 0.3667 eV.

Atoms and positions in Å:
C: -0.70549 1.66505 -0.03770
C: -2.00189 0.91829 -0.28608
O: -1.74326 -0.50649 -0.22470
C: -2.59420 -1.30933 -0.99927
Yb: 1.03308 0.04469 0.02203
H: -0.51184 2.37606 -0.85707
H: -0.72994 2.18021 0.93644
H: -2.42812 1.14736 -1.27770
H: -2.76631 1.10265 0.48669
H: -2.45322 -2.35795 -0.70385
H: -3.64294 -1.00012 -0.85747
O: 2.66405 -1.30088 -0.05625
H: 3.00959 -1.86500 0.63410
H: -2.33753 -1.21562 -2.06521


This record from the Open Molecules 2025 dataset describes CClFO as an isolated structure. The level of theory is ωB97M-V/def2-TZVPD.

Its LUMO energy is -0.0370 Eh. The HOMO energy comes out at -10.22 eV. The net charge is 0. The value obtained for the energy above the lowest of the compared OMol25 structures with the same formula, charge and spin is 3.7288 eV.

Atoms and positions in Å:
C: 0.49024 -0.17114 -0.81960
O: 0.84139 -1.19597 -1.21999
F: -1.12628 0.53408 1.90447
Cl: -0.20535 0.83303 0.13512


no.,largest force on an atom (eV Å⁻¹)
1,0.39
2,2.63
3,1.97